1.
Molecular formula: H26O13
Method: DFT, ωB97M-V/def2-TZVPD

Structure (ORCA input):
```
! wB97M-V def2-TZVPD RIJCOSX def2/J DEFGRID3
* xyz 0 1
O -15.33421 -9.78177 10.70916
H -14.89760 -9.14716 11.27737
H -14.73694 -9.89229 9.96937
O -11.45413 -14.53533 12.70305
H -12.38817 -14.34704 12.79439
H -11.39690 -15.09615 11.92946
O -14.00358 -10.91330 8.56140
H -14.10200 -11.82483 8.83646
H -14.63619 -10.80739 7.85089
O -15.54647 -11.61345 12.75406
H -15.45499 -11.01066 12.01615
H -16.49140 -11.72961 12.85333
O -9.98954 -9.19259 12.94842
H -10.08511 -10.03236 12.49909
H -9.95270 -9.42031 13.87741
O -11.04880 -11.86632 8.36669
H -11.51500 -11.23494 8.91463
H -10.46014 -11.33244 7.83312
O -13.96834 -13.80383 13.15070
H -14.28848 -12.91107 13.28001
H -14.75368 -14.34923 13.19538
O -12.32220 -11.30049 11.69995
H -12.85831 -10.53999 11.47531
H -12.86957 -12.05384 11.47839
O -11.52450 -7.33522 10.92343
H -10.95349 -6.72568 10.45583
H -11.26867 -8.19931 10.60073
O -14.39885 -13.32435 9.96062
H -15.32967 -13.54752 9.96367
H -13.95040 -14.16411 10.06026
O -9.63676 -12.08283 11.80563
H -10.48752 -11.72802 11.54766
H -9.81754 -12.99299 12.04048
O -13.39792 -8.56023 12.41906
H -13.01813 -8.77989 13.26979
H -12.78955 -7.92499 12.04146
O -11.39986 -11.35033 14.26946
H -11.14534 -12.17469 14.68405
H -11.66325 -11.59864 13.38335
*
```

Calculated values
LUMO energy ... -0.2 eV

---

2.
Molecular formula: H26O13
Method: DFT, ωB97M-V/def2-TZVPD

Structure (ORCA input):
```
! wB97M-V def2-TZVPD RIJCOSX def2/J DEFGRID3
* xyz 0 1
H 0.83648 -0.46898 -0.60276
H -0.40747 -1.16672 -0.07761
H 3.12777 2.46015 -0.67714
H 2.31727 2.11822 0.56231
H 1.95499 -1.02153 0.61292
H 2.87512 0.12342 1.00339
H 4.97926 0.50944 1.66867
H 4.27309 -0.78301 1.29325
H -1.89028 -3.48331 -0.29870
H -2.89631 -3.22014 -1.40716
H 0.59820 -3.81212 3.46976
H 0.66915 -3.08840 2.13514
H -1.65025 -3.26608 3.65037
H -1.07998 -2.13083 4.48466
H -1.84401 0.83039 -4.22922
H -0.72459 1.61912 -4.88866
H -1.14759 3.81274 -1.38054
H -0.82821 5.17652 -0.79051
H 1.62876 3.62346 -1.15990
H 0.93312 3.18391 -2.43776
H -2.22391 0.23656 1.56549
H -1.89237 -0.52066 2.84093
H -2.93518 -0.69120 -0.58893
H -1.95397 0.46491 -0.69212
H -0.36485 -0.54717 -4.68382
H -1.45088 -1.48537 -4.18346
O -0.10902 -0.33804 -0.46903
O 3.02050 2.69894 0.25047
O 2.37853 -0.61355 1.37656
O 4.57236 -0.27418 2.05516
O -1.95105 -3.20483 -1.21943
O 0.32584 -2.99818 3.03123
O -1.54653 -2.97069 4.56194
O -1.37607 1.67160 -4.18027
O -1.33299 4.37357 -0.61890
O 1.78104 3.14278 -1.98133
O -2.31083 -0.62948 1.97951
O -2.80524 0.22240 -0.31067
O -0.75946 -0.88950 -3.87384
*
```

Calculated values
LUMO energy ... -0.3 eV

---

3.
Molecular formula: H26O13
Method: DFT, ωB97M-V/def2-TZVPD

Structure (ORCA input):
```
! wB97M-V def2-TZVPD RIJCOSX def2/J DEFGRID3
* xyz 0 1
O -9.28447 7.54069 -2.17077
H -8.42578 7.13859 -2.03957
H -9.81967 6.84465 -2.55198
O -7.99876 4.09421 -5.27980
H -7.76502 4.53824 -6.09494
H -8.92536 3.87698 -5.38203
O -4.99837 0.53913 0.42102
H -4.74671 1.46189 0.38366
H -4.68695 0.17176 -0.40621
O -7.29872 3.52986 -1.92736
H -8.22776 3.37985 -1.75238
H -7.28019 3.93498 -2.79441
O -5.96364 6.82643 -3.69238
H -6.38033 7.68795 -3.71201
H -5.73057 6.65176 -4.60419
O -11.48397 4.55983 -3.33255
H -11.95663 4.73642 -4.14597
H -11.43265 3.60509 -3.28723
O -4.79098 7.37719 -0.34421
H -5.12377 7.06763 -1.18663
H -3.88449 7.62810 -0.52184
O -8.34656 -0.29827 -0.69129
H -7.63423 -0.24996 -0.05372
H -8.69797 -1.18307 -0.59195
O -4.11578 3.08313 -5.20683
H -4.16626 2.22379 -5.62544
H -5.02374 3.30139 -4.99662
O -9.92267 4.81480 0.99550
H -10.19898 5.38500 0.27803
H -9.17279 5.26483 1.38455
O -5.19459 -0.68275 -3.36748
H -6.02031 -0.21268 -3.25143
H -5.38340 -1.33702 -4.04016
O -3.76719 3.83496 -0.38964
H -4.54575 3.83054 -0.94644
H -4.00791 4.38595 0.35514
O -11.12171 0.98040 -2.67334
H -11.02995 0.42065 -3.44438
H -10.46044 0.65663 -2.06167
*
```

Calculated values
LUMO energy ... -0.3 eV

---

4.
Molecular formula: H26O13
Method: DFT, ωB97M-V/def2-TZVPD

Structure (ORCA input):
```
! wB97M-V def2-TZVPD RIJCOSX def2/J DEFGRID3
* xyz 0 1
H 1.03621 1.00953 -1.13730
H -0.24828 0.23978 -0.87728
H -4.07390 3.01467 -0.65166
H -3.34912 3.99043 -1.56415
H -1.17661 -3.02177 0.17037
H -1.20788 -4.54094 0.13596
H 4.67383 1.42862 -1.44401
H 6.00640 1.10623 -0.78799
H -2.78016 -1.00348 -2.42937
H -1.46818 -1.73567 -2.19992
H 0.21296 3.63643 -1.21407
H -0.06176 3.81878 0.26961
H 3.91160 0.45503 1.90656
H 3.30541 1.63837 2.64296
H -3.26307 -0.50451 0.21482
H -4.52393 0.12851 0.78013
H -3.07315 -3.39296 0.32181
H -3.80471 -2.49449 1.30549
H 3.30238 -0.80922 -1.73291
H 2.05035 -1.65369 -1.56160
H -1.20215 3.60380 1.74548
H -1.06791 2.16493 1.27464
H -1.25189 -1.15227 2.38224
H 0.07770 -1.52201 1.74544
H 4.77065 -1.81995 -0.16388
H 3.58665 -2.72268 0.14151
O 0.16638 1.09756 -0.73152
O -3.19837 3.36975 -0.84233
O -0.90573 -3.79901 0.67189
O 5.17961 0.69861 -1.06950
O -2.42327 -1.85121 -2.14132
O 0.27220 4.28598 -0.50445
O 3.07909 0.92242 2.03865
O -4.16866 -0.27334 -0.02068
O -3.26944 -2.46715 0.50441
O 2.92328 -1.50310 -1.18172
O -1.24677 2.69390 2.06025
O -0.78520 -1.14552 1.53895
O 3.99544 -1.89039 0.40451
*
```

Calculated values
LUMO energy ... -0.1 eV

---

5.
Molecular formula: H26O13
Method: DFT, ωB97M-V/def2-TZVPD

Structure (ORCA input):
```
! wB97M-V def2-TZVPD RIJCOSX def2/J DEFGRID3
* xyz 0 1
O -2.20790 3.53986 -1.63340
H -2.60728 2.83144 -1.12355
H -1.31673 3.22675 -1.82793
O 2.11665 -2.61105 0.26076
H 1.40574 -2.73160 -0.37671
H 2.84870 -3.12581 -0.08515
O 2.21212 0.87317 1.37861
H 1.87425 1.62877 1.86726
H 3.13709 0.81383 1.63003
O 0.10625 2.06541 -2.06442
H 0.64328 2.37495 -2.79691
H -0.20972 1.19786 -2.33705
O 0.31121 -0.79386 -2.82801
H 1.15018 -1.10495 -3.17391
H 0.03580 -1.47735 -2.20929
O -1.67404 -2.74958 1.40775
H -1.73969 -3.34714 2.15519
H -0.92885 -2.17355 1.62461
O -1.44165 0.45169 3.16057
H -1.21245 0.80119 2.29647
H -2.15881 -0.16183 2.98954
O -0.52934 3.06726 1.53211
H -0.02744 3.69314 1.00486
H -1.41041 3.08665 1.15091
O -2.86821 0.82647 -1.01086
H -3.37275 0.05077 -1.26225
H -2.15950 0.48795 -0.45367
O 0.73932 -1.41192 2.38611
H 1.43963 -1.98391 2.06091
H 0.99817 -0.53005 2.10621
O -0.38986 -3.04351 -1.03884
H -0.79557 -2.78642 -0.19879
H -0.16454 -3.96953 -0.92766
O 3.20915 0.44695 -1.41727
H 2.71582 0.54986 -0.59911
H 2.71093 0.95456 -2.06017
O -0.49439 0.18325 0.22132
H 0.33947 -0.26744 0.06687
H -0.28466 1.11774 0.12487
*
```

Calculated values
LUMO energy ... 0.0 eV

---

6.
Molecular formula: H26O13
Method: DFT, ωB97M-V/def2-TZVPD

Structure (ORCA input):
```
! wB97M-V def2-TZVPD RIJCOSX def2/J DEFGRID3
* xyz 0 1
H 0.09317 0.21782 -0.40777
H -0.70440 0.58459 0.83296
H -0.48962 -2.60524 -0.35743
H -0.42315 -4.06393 -0.77918
H 2.27277 3.01988 0.69701
H 2.18524 2.37695 -0.67740
H -0.63239 -2.41811 4.25955
H -1.80878 -1.45699 4.30839
H 4.15182 -0.51421 2.58134
H 3.29803 0.39030 1.70788
H -2.27294 -3.08854 0.72733
H -2.65224 -1.75398 1.34790
H 4.45730 -0.45672 -0.89290
H 3.27375 0.44762 -0.59052
H -2.19565 2.60953 1.40362
H -3.62393 2.24824 1.77717
H -1.21911 1.74700 -1.56470
H 0.11243 1.05359 -1.80181
H 4.06879 -2.39993 -1.20559
H 3.16050 -2.50510 0.00849
H -5.76072 -0.84005 -0.78319
H -4.70118 0.11233 -1.31271
H 0.62719 -1.02438 -3.92405
H -0.88779 -1.02257 -3.80209
H 0.07522 3.72452 -0.55064
H -0.73043 4.98022 -0.26050
O -0.76566 0.55455 -0.12846
O 0.12645 -3.28078 -0.66255
O 1.73287 3.00337 -0.10126
O -0.92455 -1.55764 3.93827
O 3.83313 -0.41078 1.67761
O -3.00063 -2.63419 1.16667
O 4.23708 0.42414 -0.56951
O -3.10383 2.67631 1.08779
O -0.26859 1.87300 -1.46659
O 3.91693 -2.01613 -0.33460
O -5.14789 -0.71699 -1.51686
O -0.14171 -1.60108 -3.99619
O -0.16749 4.32337 0.16452
*
```

Calculated values
LUMO energy ... -0.4 eV

---

Which of these has the highest LUMO energy?
number 5

---

What is the LUMO energy in the first record?
-0.2 eV

---

Among the records above, which one has the lowest LUMO energy?
number 6